No. 1
Formula: C19H69AlN26O16P
Source: the OMol25 dataset
Level of theory: ωB97M-V with the def2-TZVPD basis set

```
132
Properties=species:S:1:pos:R:3:lowdin_charge:R:1
C -3.8606 -1.5054 -3.7193 -0.0778
C -2.9032 -2.4702 -4.3825 -0.2590
O -1.4907 -2.1388 -4.3148 -0.1949
P -0.8730 -1.4541 -3.0185 0.4860
O 0.5842 -1.6124 -3.0856 -0.2610
C -1.5236 -2.1338 -1.4895 -0.3364
C -1.9634 -3.6013 -1.5137 -0.3594
Al -2.1783 -4.2869 0.4123 0.2300
O -1.2730 0.0698 -3.1931 -0.2057
C -0.9559 0.9280 -2.0681 -0.2655
C -2.1759 1.3674 -1.2909 -0.0642
H -3.9471 -1.6767 -2.6524 0.0466
H -3.5780 -0.4787 -3.9317 0.0701
H -4.8410 -1.6615 -4.1660 0.0836
H -3.0379 -3.4841 -4.0235 0.0977
H -3.1528 -2.4873 -5.4435 0.0998
H -2.3173 -1.5025 -1.0951 0.0600
H -0.6855 -2.0069 -0.8043 0.0726
H -2.9804 -3.6342 -1.9050 0.0047
H -1.3028 -4.2106 -2.1263 0.0486
H -1.7182 -5.8359 0.5148 -0.1282
H -1.4165 -3.2998 1.4643 -0.1299
H -3.7573 -4.2232 0.7513 -0.1272
H -0.4264 1.7625 -2.5039 0.0858
H -0.2185 0.4548 -1.4253 0.1142
H -2.5985 2.2850 -1.6917 0.0718
H -1.8884 1.5600 -0.2600 0.0805
H -2.9579 0.6141 -1.2787 0.0490
C -5.3931 -5.8222 -2.1409 -0.6847
O -5.4171 -5.4982 -0.9756 0.0092
N -4.3140 -6.4737 -2.6813 0.1609
N -6.4288 -5.5569 -3.0160 0.1367
H -4.2540 -6.7535 -3.6409 0.0847
H -3.5428 -6.6610 -2.0607 0.1049
H -7.2269 -5.0790 -2.6429 0.0924
H -6.4171 -5.8141 -3.9837 0.0776
C 2.4569 1.2617 -3.8224 -0.6649
O 1.5318 1.8082 -3.2325 0.0000
N 2.5420 -0.0909 -3.8806 0.1581
N 3.4445 1.9721 -4.4552 0.1478
H 3.2826 -0.5680 -4.3579 0.0880
H 1.7873 -0.6339 -3.4545 0.0211
H 3.4036 2.9779 -4.4383 0.0595
H 4.2018 1.5293 -4.9383 0.0824
C 3.8500 3.5889 0.2474 -0.6614
O 4.2284 4.1503 1.2820 -0.0311
N 4.6230 2.6562 -0.3784 0.1724
N 2.6609 3.8594 -0.3342 0.1779
H 4.3231 2.1868 -1.2133 0.0927
H 5.5279 2.4324 0.0075 0.0436
H 2.0544 4.5450 0.0946 0.0511
H 2.3518 3.3980 -1.1748 0.0886
C -6.1380 -1.4606 1.0852 -0.6682
O -6.9119 -2.1288 1.7546 0.0000
N -5.5043 -1.9499 -0.0165 0.1704
N -5.8375 -0.1572 1.3972 0.1562
H -4.8602 -1.4120 -0.5630 0.0653
H -5.6442 -2.9177 -0.2605 0.0745
H -6.2459 0.2246 2.2329 0.0769
H -5.1722 0.3825 0.8785 0.0811
C -5.3017 -1.2738 4.8553 -0.6760
O -6.0600 -0.3980 4.4738 -0.0010
N -5.3049 -2.5179 4.3157 0.1874
N -4.3770 -1.0604 5.8542 0.1402
H -4.6873 -3.2552 4.6101 0.0546
H -5.9446 -2.6901 3.5527 0.0807
H -4.3430 -0.1465 6.2617 0.0884
H -3.7284 -1.7614 6.1577 0.0851
C 4.3545 5.0625 -6.6093 -0.6698
O 3.5835 4.6805 -5.7516 0.0315
N 4.6928 4.2820 -7.6831 0.1502
N 4.9392 6.3012 -6.5701 0.1463
H 5.3221 4.5736 -8.4058 0.0884
H 4.2653 3.3764 -7.7402 0.1034
H 4.7052 6.8904 -5.7935 0.1018
H 5.5745 6.6371 -7.2676 0.0874
C 5.7193 5.8846 4.4558 -0.6857
O 6.1196 4.7347 4.5682 -0.0029
N 6.0132 6.8478 5.3922 0.1425
N 4.9606 6.2749 3.4023 0.1717
H 5.6882 7.7931 5.3300 0.0855
H 6.5769 6.5754 6.1750 0.0951
H 4.7636 5.5696 2.6977 0.0643
H 4.6025 7.2026 3.2871 0.0834
C -1.5763 -8.8042 1.1869 -0.7032
O -1.3941 -8.6157 0.0041 0.0034
N -0.8196 -9.6990 1.9221 0.1282
N -2.5310 -8.1258 1.8866 0.1535
H -0.9465 -9.8550 2.9027 0.0738
H -0.1010 -10.1962 1.4330 0.0871
H -3.0319 -7.4095 1.3853 0.0684
H -2.6899 -8.2395 2.8684 0.0764
C 8.0269 2.6212 0.8955 -0.6619
O 7.3600 1.9659 0.1096 0.0082
N 7.6357 2.8522 2.1748 0.1761
N 9.2275 3.1794 0.5301 0.1447
H 8.1528 3.4108 2.8264 0.0892
H 6.7501 2.4779 2.4660 0.1090
H 9.5354 3.0266 -0.4110 0.0969
H 9.7938 3.7239 1.1510 0.0865
C 4.9382 3.3874 8.6688 -0.6915
O 4.4362 3.3246 9.7767 0.0135
N 6.1040 2.7373 8.3518 0.1444
N 4.3948 4.1077 7.6442 0.1568
H 6.5221 2.7751 7.4409 0.0897
H 6.5354 2.1911 9.0723 0.0962
H 3.5396 4.5971 7.8255 0.1005
H 4.8129 4.1626 6.7296 0.0711
C 0.7423 6.8178 1.2410 -0.6593
O 0.7253 5.9250 0.4144 0.0283
N 1.8608 7.5777 1.4615 0.1545
N -0.3494 7.1260 2.0020 0.1537
H 1.8997 8.3207 2.1319 0.0861
H 2.6741 7.3567 0.9161 0.1036
H -1.1754 6.5752 1.8590 0.1064
H -0.3593 7.8545 2.6892 0.0899
C -2.1499 -0.0338 -8.1775 -0.6866
O -2.1059 0.4917 -9.2777 0.0072
N -1.2001 -0.9095 -7.7369 0.1631
N -3.1734 0.1961 -7.2971 0.1580
H -1.2165 -1.3414 -6.8279 0.0813
H -0.4480 -1.1207 -8.3639 0.0995
H -3.9013 0.8205 -7.5861 0.0984
H -3.2260 -0.2331 -6.3919 0.0723
C -3.5939 -5.7662 5.5290 -0.6728
O -3.4582 -5.1696 4.4824 0.0440
N -2.7269 -6.7592 5.9142 0.1431
N -4.6164 -5.5059 6.4118 0.1486
H -2.8109 -7.2699 6.7715 0.0842
H -1.9669 -6.9609 5.2912 0.0974
H -5.2845 -4.8011 6.1561 0.0889
H -4.7357 -5.9949 7.2777 0.0855
```

## Properties
- gap between HOMO and LUMO (Ha) = 0.225
- E_HOMO (eV) = -4.679
- E_tot (eV) = -108228.0043
- total charge = -1
- LUMO energy (eV) = 1.456

No. 2
Formula: C19H69N18NiO19
Source: the OMol25 dataset
Level of theory: ωB97M-V with the def2-TZVPD basis set

```
126
Properties=species:S:1:pos:R:3:lowdin_charge:R:1
Ni 2.6205 1.0193 2.8032 0.6883
O 0.6043 0.4814 -0.7941 0.1030
C 0.7764 -0.1564 0.3384 -0.8823
O 1.4378 0.3673 1.2510 -0.0315
O 0.1622 -1.1525 0.5723 0.0429
H -0.2691 0.1222 -0.9663 0.0656
C -0.4600 -5.1907 -2.3984 -0.1763
O 0.8572 -5.4079 -2.0604 -0.1240
H -0.9214 -6.1735 -2.3017 0.0852
H -1.0144 -4.5273 -1.7346 0.0638
H -0.5633 -4.9074 -3.4459 0.0883
H 1.3720 -5.7962 -2.7716 0.0970
C -2.3422 1.6979 1.5356 -0.1635
O -1.5867 2.7461 1.0617 -0.1263
H -1.9236 0.8223 1.0394 0.0656
H -2.1225 1.5566 2.5939 0.0844
H -3.4001 1.8658 1.3336 0.0851
H -0.6933 2.7526 1.4129 0.0436
C 3.3421 -1.4894 -1.6736 -0.1614
O 3.6498 -1.4756 -3.0568 -0.1150
H 3.6899 -0.5560 -1.2311 0.0580
H 2.2597 -1.5329 -1.5532 0.0650
H 3.6769 -2.3604 -1.1103 0.0709
H 3.0057 -0.8909 -3.4627 0.0069
C -1.5300 -1.8757 -2.0886 -0.1142
O -1.7803 -0.4592 -2.0277 -0.1534
H -2.0009 -2.3557 -1.2307 0.0807
H -1.8610 -2.4903 -2.9257 0.0732
H -0.4497 -2.0072 -2.0270 0.0793
H -1.4002 -0.0865 -2.8266 0.0416
C 0.6110 4.4043 -1.5492 -0.1045
O 1.8563 5.1408 -1.8105 -0.1419
H 0.7029 3.9543 -0.5607 0.0393
H -0.2647 5.0478 -1.4648 0.0875
H 0.4190 3.7060 -2.3638 0.0630
H 1.7706 5.8535 -2.4479 0.0773
C 1.1422 4.0222 2.9404 -0.6016
O 1.5779 2.8365 2.9770 0.0053
N 0.8436 4.7788 1.9002 0.1881
N 0.9598 4.8266 3.9885 0.1674
H 0.7175 5.7436 2.1711 0.1155
H 1.2323 4.6894 0.9723 0.0888
H 1.1597 4.4656 4.9104 0.1235
H 0.7656 5.8140 3.9029 0.1167
C 4.2645 2.1251 5.4309 -0.7378
O 3.6602 1.6291 4.5071 0.0318
N 4.4867 3.4039 5.4578 0.1831
N 4.9881 1.5136 6.2932 0.2036
H 5.0274 3.8044 6.2110 0.1170
H 4.3746 3.9849 4.6393 0.1229
H 5.6612 1.9827 6.8823 0.1338
H 4.9119 0.5242 6.1055 0.1392
C -5.3916 -1.1500 -0.7285 -0.7404
O -5.0474 -2.2451 -0.3329 0.0424
N -4.5133 -0.2551 -0.9427 0.1919
N -6.6506 -0.7065 -0.8449 0.1749
H -4.6552 0.6628 -1.3395 0.0824
H -3.5521 -0.4595 -0.7092 0.0918
H -6.7829 0.2902 -0.9414 0.1021
H -7.4235 -1.3472 -0.7342 0.1205
C 0.7908 -4.6339 1.8559 -0.7781
O 0.7248 -5.7377 2.3384 0.0522
N 0.7094 -4.2424 0.6161 0.1861
N 0.8161 -3.4893 2.5089 0.1330
H 0.7031 -4.9927 -0.0601 0.0843
H 0.5304 -3.2597 0.4669 0.0777
H 0.9762 -2.5339 2.2228 0.0768
H 0.6156 -3.6122 3.4911 0.0997
C 1.1346 0.3250 -4.5963 -0.8092
O 1.9257 -0.4951 -4.8708 0.1008
N 1.2876 1.4591 -3.9588 0.1780
N -0.1026 0.2890 -4.9490 0.1722
H 2.2621 1.7209 -4.0022 0.1257
H 0.5337 2.0268 -3.5990 0.0754
H -0.4178 -0.4565 -5.5532 0.1349
H -0.6160 1.0350 -4.5018 0.0245
C 0.7096 -0.4932 4.9544 -0.7517
O 1.4637 -0.0461 4.1767 0.0553
N 1.0633 -0.6769 6.1976 0.2023
N -0.4766 -0.9273 4.5606 0.2116
H 0.5331 -1.4173 6.6344 0.1213
H 1.9235 -0.2268 6.4760 0.1242
H -0.8747 -1.5677 5.2326 0.1174
H -0.6066 -1.0268 3.5640 0.0877
C 4.6027 -1.2370 1.8803 -0.6065
O 3.9494 -0.3726 2.5000 -0.0142
N 4.6512 -2.4897 2.2221 0.1922
N 5.3710 -1.0896 0.7651 0.1748
H 4.8294 -3.1811 1.5077 0.1288
H 4.0254 -2.6338 3.0016 0.1276
H 5.8369 -1.9190 0.4258 0.1114
H 5.7021 -0.2369 0.3371 0.1198
C 3.8824 2.8411 0.6556 -0.6528
O 3.8406 2.1049 1.6347 -0.0103
N 3.0242 2.5724 -0.3729 0.2137
N 4.3833 4.0209 0.6262 0.2020
H 2.9026 3.1535 -1.1901 0.0810
H 2.4693 1.7285 -0.3767 0.0754
H 4.5755 4.4790 1.5056 0.1268
H 4.5781 4.5379 -0.2193 0.1293
C -2.9405 2.4701 -3.9298 -0.7558
O -1.8277 1.9898 -4.0070 0.0117
N -3.6361 2.1691 -2.8861 0.1934
N -3.4984 3.2322 -4.7976 0.2101
H -4.5310 2.4921 -2.5473 0.1245
H -3.0540 1.5879 -2.3000 0.0958
H -4.3475 3.7422 -4.6001 0.1310
H -2.9168 3.3667 -5.6124 0.1378
C -4.6437 -1.1726 -6.1626 -0.0829
C -4.0659 -1.4627 -4.7935 -0.3339
O -4.0476 -2.8601 -4.6179 -0.0722
H -3.9243 -1.5375 -6.8957 0.0781
H -4.6439 -0.1031 -6.3727 0.0606
H -5.6643 -1.5049 -6.3523 0.0798
H -4.7052 -1.0569 -4.0094 0.1019
H -3.0668 -1.0438 -4.6733 0.0921
H -4.7547 -3.1272 -4.0261 0.0881
C -2.6437 -2.4038 2.4327 -0.0786
C -3.1796 -3.8028 2.2593 -0.3658
O -4.4794 -3.7269 1.8774 -0.0585
H -1.5958 -2.3905 2.7325 0.0257
H -3.1540 -1.8711 3.2352 0.0802
H -2.8207 -1.9126 1.4759 0.0646
H -3.0098 -4.4419 3.1258 0.1180
H -2.6258 -4.3230 1.4777 0.1100
H -4.4437 -3.1877 1.0839 0.0190
```

## Properties
- gap between HOMO and LUMO (Ha) = 0.298
- E_HOMO (eV) = -10.404
- 2S+1 = 3
- E_tot (eV) = -127587.9563
- total charge = +1
- LUMO energy (eV) = -2.309